Entry 1:
The following is a quantum chemistry calculation of a 2-piece molecular cluster, C8H8FNO2S overall at a distorted geometry, from the OMol25 dataset.

The value obtained for the calculated total energy is -1012.74284 hartree. As for the HOMO energy: -9.4 eV. The value obtained for the HOMO-LUMO gap is 9.41 eV. As for the energy above the lowest of the compared OMol25 structures with the same formula, charge and spin: 215.2 kJ/mol.

Last columns: bonded neighbours and bond lengths (Å).
Positions of all 21 atoms, in Å:
1 C -2.08654 2.76385 0.92614  C2 1.375, C3 1.388, H14 1.116
2 C -3.23994 2.01665 0.95385  C1 1.375, C4 1.403, H15 1.067
3 C -0.90759 2.08871 0.63964  C1 1.388, C5 1.369, H16 1.076
4 C -3.15800 0.64285 0.68069  C2 1.403, N9 1.385, H17 1.118
5 C -0.84790 0.75850 0.32358  C3 1.369, N9 1.307, S13 1.868
6 C 3.80111 2.17058 0.20595  C7 1.533, C8 1.299, H18 1.070
7 C 2.52661 2.10359 -0.64378  C6 1.533, C8 1.462, H20 1.138, H21 1.024
8 C 2.65271 2.15816 0.81214  C6 1.299, C7 1.462, F12 1.276
9 N -1.95052 0.05728 0.33939  C4 1.385, C5 1.307
10 O -0.14341 -1.64495 0.17248  S13 1.729, H19 1.124
11 O 0.41018 -0.02259 -1.88131  S13 1.522
12 F 2.07362 2.28605 1.94151  C8 1.276
13 S 0.60136 -0.18600 -0.38010  C5 1.868, O10 1.729, O11 1.522
14 H -1.96117 3.84941 1.15420  C1 1.116
15 H -4.19694 2.29976 1.33044  C2 1.067
16 H 0.01672 2.63329 0.55787  C3 1.076
17 H -4.12996 0.09134 0.64514  C4 1.118
18 H 4.85949 2.29027 0.10508  C6 1.070
19 H -1.21163 -1.30840 0.07794  O10 1.124
20 H 2.12028 2.99680 -1.22021  C7 1.138
21 H 2.22429 1.28685 -1.18212  C7 1.024

Here is what Löwdin gives for the atomic charges, in e: atom 1 (C): -0.041, atom 2 (C): -0.063, atom 3 (C): -0.057, atom 4 (C): -0.049, atom 5 (C): -0.372, atom 6 (C): 0.082, atom 7 (C): -0.137, atom 8 (C): -0.369, atom 9 (N): 0.029, atom 10 (O): -0.402, atom 11 (O): -0.480, atom 12 (F): 0.144, atom 13 (S): 0.990, atom 14 (H): 0.133, atom 15 (H): 0.098, atom 16 (H): 0.089, atom 17 (H): 0.129, atom 18 (H): 0.094, atom 19 (H): 0.087, atom 20 (H): 0.115, atom 21 (H): -0.022

Entry 2:
The following is a quantum chemistry calculation of one molecule with the formula C8H8FNO2S at a distorted geometry, from the OMol25 dataset.

The value obtained for the calculated total energy is -1012.78694 hartree. The SMILES is C#CC1=C(F)C=C[C@@H](S(N)(=O)=O)C1. As for the HOMO energy: -8.6 eV. The value obtained for the HOMO-LUMO gap is 8.48 eV. As for the energy above the lowest of the compared OMol25 structures with the same formula, charge and spin: 99.5 kJ/mol.

Last columns: bonded neighbours and bond lengths (Å).
Positions of all 21 atoms, in Å:
1 C 4.09928 -2.07746 -0.73448  C2 1.220, H14 1.120
2 C 3.20252 -1.25439 -0.64853  C1 1.220, C3 1.392
3 C 2.16636 -0.34464 -0.45698  C2 1.392, C4 1.356, C13 1.605
4 C 2.34293 0.97316 -0.19100  C3 1.356, F5 1.355, C6 1.447
5 F 3.57860 1.52134 -0.09512  C4 1.355
6 C 1.22937 1.89194 -0.09417  C4 1.447, C7 1.324, H15 1.118
7 C 0.00132 1.43117 0.08911  C6 1.324, C8 1.571, H16 1.121
8 C -0.36904 -0.09508 0.08707  C7 1.571, S9 1.963, C13 1.553, H17 1.089
9 S -2.24224 -0.26153 -0.47490  C8 1.963, N10 1.635, O11 1.410, O12 1.427
10 N -3.06358 0.89974 0.33129  S9 1.635, H18 0.961, H19 1.050
11 O -2.43818 -0.02298 -1.85084  S9 1.410
12 O -2.61796 -1.49032 0.14554  S9 1.427
13 C 0.68302 -0.89437 -0.72928  C3 1.605, C8 1.553, H20 1.026, H21 1.097
14 H 4.94597 -2.79764 -0.59948  C1 1.120
15 H 1.39903 2.98944 0.03769  C6 1.118
16 H -0.81062 2.13892 0.40016  C7 1.121
17 H -0.54664 -0.34764 1.13158  C8 1.089
18 H -3.62671 1.55178 -0.09376  N10 0.961
19 H -2.87616 0.99876 1.35949  N10 1.050
20 H 0.72693 -1.86910 -0.41281  C13 1.026
21 H 0.63438 -0.68497 -1.80510  C13 1.097

Here is what Löwdin gives for the atomic charges, in e: atom 1 (C): 0.136, atom 2 (C): -0.114, atom 3 (C): -0.167, atom 4 (C): -0.226, atom 5 (F): 0.073, atom 6 (C): -0.031, atom 7 (C): -0.078, atom 8 (C): -0.240, atom 9 (S): 0.579, atom 10 (N): -0.073, atom 11 (O): -0.288, atom 12 (O): -0.315, atom 13 (C): -0.058, atom 14 (H): 0.059, atom 15 (H): 0.136, atom 16 (H): 0.108, atom 17 (H): 0.116, atom 18 (H): 0.042, atom 19 (H): 0.115, atom 20 (H): 0.086, atom 21 (H): 0.141